Formula: C32H37BO4
Source: OMol25
Level of theory: wB97M-V/def2-TZVPD

Results
E_LUMO = -2.83 eV
Net charge = 0
Orbital gap = 3.504 eV
Spin multiplicity = 1

Bonds (Å) are listed after each position.
Atoms and positions in Å:
1 C 0.04 4.12 1.08  C2 1.534, H19 1.098, H20 1.101, H21 1.097
2 C -1.06 3.19 0.53  C1 1.534, C3 1.522, O4 1.404, C16 1.621
3 C -1.12 3.32 -0.98  C2 1.522, H22 1.097, H23 1.096, H24 1.095
4 O -0.77 1.86 0.87  C2 1.404, B5 1.460
5 B -1.45 1.62 2.15  O4 1.460, C6 1.679, C12 1.679, O15 1.446
6 C -2.56 0.37 2.04  B5 1.679, C7 1.389, C11 1.388
7 C -3.57 0.28 2.98  C6 1.389, C8 1.408, H25 1.093
8 C -4.49 -0.79 2.92  C7 1.408, C9 1.400, H26 1.089
9 C -4.37 -1.76 1.92  C8 1.400, C10 1.397, H27 1.094
10 C -3.35 -1.65 0.97  C9 1.397, C11 1.410, H28 1.089
11 C -2.46 -0.55 1.00  C6 1.388, C10 1.410, H29 1.093
12 C -0.25 0.99 3.14  B5 1.679, C13 1.487, C14 1.335
13 C 0.52 -0.10 2.50  C12 1.487, H30 1.090, H31 1.094, H32 1.099
14 C 0.04 1.39 4.38  C12 1.335, H33 1.084, H34 1.094
15 O -2.23 2.78 2.54  B5 1.446, C16 1.419
16 C -2.45 3.47 1.32  C2 1.621, O15 1.419, C17 1.523, C18 1.528
17 C -2.75 4.93 1.59  C16 1.523, H35 1.099, H36 1.097, H37 1.095
18 C -3.64 2.90 0.55  C16 1.528, H38 1.099, H39 1.097, H40 1.099
19 H -0.09 5.13 0.67  C1 1.098
20 H 0.00 4.16 2.18  C1 1.101
21 H 1.02 3.73 0.77  C1 1.097
22 H -1.37 4.35 -1.25  C3 1.097
23 H -0.14 3.08 -1.41  C3 1.096
24 H -1.86 2.64 -1.42  C3 1.095
25 H -3.64 1.02 3.79  C7 1.093
26 H -5.28 -0.85 3.66  C8 1.089
27 H -5.06 -2.61 1.89  C9 1.094
28 H -3.22 -2.41 0.20  C10 1.089
29 H -1.69 -0.45 0.24  C11 1.093
30 H 0.38 -0.16 1.42  C13 1.090
31 H 1.59 0.05 2.69  C13 1.094
32 H 0.26 -1.07 2.95  C13 1.099
33 H 0.85 0.95 4.95  C14 1.084
34 H -0.52 2.20 4.86  C14 1.094
35 H -2.84 5.46 0.63  C17 1.099
36 H -3.71 5.00 2.11  C17 1.097
37 H -1.97 5.41 2.20  C17 1.095
38 H -3.85 3.54 -0.32  C18 1.099
39 H -3.49 1.87 0.21  C18 1.097
40 H -4.52 2.93 1.21  C18 1.099
41 C 5.81 -1.32 -0.05  C42 1.534, O45 1.481, H60 1.097, H61 1.097
42 C 5.05 -0.21 0.69  C41 1.534, C43 1.501, H62 1.093, H63 1.101
43 C 4.56 -0.90 1.93  C42 1.501, C44 1.418, C59 1.388
44 C 4.88 -2.27 1.81  C43 1.418, O45 1.360, C46 1.406
45 O 5.55 -2.59 0.66  C41 1.481, C44 1.360
46 C 4.49 -3.22 2.77  C44 1.406, C47 1.373, H64 1.085
47 C 3.75 -2.77 3.83  C46 1.373, C48 1.435, H65 1.090
48 C 3.27 -1.42 3.93  C47 1.435, C49 1.437, C59 1.429
49 C 2.28 -1.06 4.91  C48 1.437, C50 1.431, H66 1.096
50 C 1.46 -2.03 5.57  C49 1.431, C51 1.424, C58 1.441
51 C 1.09 -1.81 6.93  C50 1.424, C52 1.381, H67 1.092
52 C 0.58 -2.86 7.67  C51 1.381, C53 1.419, C56 1.495
53 C 0.31 -4.11 7.05  C52 1.419, O54 1.362, C57 1.408
54 O -0.06 -5.09 7.92  C53 1.362, C55 1.483
55 C -0.08 -4.48 9.27  O54 1.483, C56 1.535, H68 1.100, H69 1.097
56 C 0.30 -3.00 9.13  C52 1.495, C55 1.535, H70 1.093, H71 1.097
57 C 0.53 -4.31 5.67  C53 1.408, C58 1.378, H72 1.088
58 C 1.04 -3.26 4.94  C50 1.441, C57 1.378, H73 1.091
59 C 3.78 -0.47 3.00  C43 1.388, C48 1.429, H74 1.092
60 H 5.51 -1.45 -1.10  C41 1.097
61 H 6.89 -1.15 -0.03  C41 1.097
62 H 5.68 0.65 0.90  C42 1.093
63 H 4.21 0.14 0.06  C42 1.101
64 H 4.76 -4.26 2.62  C46 1.085
65 H 3.46 -3.49 4.60  C47 1.090
66 H 2.35 -0.07 5.37  C49 1.096
67 H 1.30 -0.85 7.40  C51 1.092
68 H -1.08 -4.62 9.69  C55 1.100
69 H 0.64 -5.04 9.89  C55 1.097
70 H 1.18 -2.76 9.74  C56 1.093
71 H -0.51 -2.34 9.45  C56 1.097
72 H 0.32 -5.29 5.25  C57 1.088
73 H 1.17 -3.38 3.87  C58 1.091
74 H 3.49 0.58 3.08  C59 1.092